No. 1
Density functional theory data (wB97M-V/def2-TZVPD) for an isolated molecule of C3H6FN3 in a non-equilibrium geometry.

Values from the calculation:
SMILES   NN/C=N\C=C\F
Electronic energy   -10391.224 eV
Energy relative to the best compared isomer or geometry (same formula, charge and spin)   4.3891 eV
Orbital gap   8.98 eV
HOMO level   -8.59 eV
Maximum force   7.77 eV/Å

CARTESIAN COORDINATES (ANGSTROEM)
C (0.62187, 0.92432, -1.52290)
C (-0.68933, -0.38682, 0.23153)
C (-1.59951, -1.39455, 0.27735)
H (1.08997, 2.06862, 1.09738)
H (1.30514, 0.19524, 1.11317)
H (2.75056, 1.47557, -1.24726)
H (0.85972, 0.99320, -2.50235)
H (-0.51688, 0.26833, 1.04814)
H (-1.98365, -2.08597, -0.47042)
N (1.75375, 1.24195, 0.70280)
N (1.73642, 1.54595, -0.72929)
N (-0.23840, 0.05573, -1.04240)
F (-1.80727, -1.96423, 1.61419)

Atom charges from the Mulliken analysis, given in e for atoms 1 to 2: atom 1 (C): -0.11, atom 2 (C): -0.11

***

No. 2
Density functional theory data (wB97M-V/def2-TZVPD) for C6H11N as an isolated structure in a non-equilibrium geometry.

Values from the calculation:
Electronic energy   -7881.015 eV
Energy relative to the best compared isomer or geometry (same formula, charge and spin)   9.5163 eV
Orbital gap   8.90 eV
HOMO level   -8.07 eV
Maximum force   4.85 eV/Å

CARTESIAN COORDINATES (ANGSTROEM)
C (2.38723, -0.75780, 0.30161)
C (0.40077, 0.22114, 0.81912)
C (-1.00915, 0.86361, 1.18415)
C (-1.80705, 0.06427, 0.00641)
C (-0.82851, -0.14834, -1.30581)
C (0.48191, 0.52509, -0.74714)
H (2.46694, -1.35015, 1.50614)
H (1.41554, -1.46067, -0.64091)
H (3.45182, -0.49719, -0.11237)
H (0.54095, -0.95409, 1.05038)
H (-1.20227, 1.88683, 1.01136)
H (-1.32317, 0.49683, 2.31535)
H (-2.65105, 0.62672, -0.55626)
H (-2.43188, -0.83037, 0.15562)
H (-1.16820, 0.44794, -2.20791)
H (-0.57769, -1.27726, -1.79721)
H (0.22216, 1.54069, -1.06673)
N (1.63164, 0.60277, 0.08420)

Atom charges from the Mulliken analysis, given in e for atoms 1 to 2: atom 1 (C): -0.56, atom 2 (C): 0.01

***

No. 3
Density functional theory data (wB97M-V/def2-TZVPD) for C20H34BF4N3NbO5SSi as an isolated structure in a non-equilibrium geometry.

Values from the calculation:
Electronic energy   -67815.432 eV
Energy relative to the best compared isomer or geometry (same formula, charge and spin)   0.0000 eV
Net charge   +1
Orbital gap   7.30 eV
HOMO level   -12.36 eV
Maximum force   5.32 eV/Å

CARTESIAN COORDINATES (ANGSTROEM)
Nb (-1.05415, 1.63756, -0.25442)
N (1.03995, 4.30677, 2.09946)
C (-0.05436, 3.59265, 1.66658)
S (-0.13187, 1.84587, 1.86336)
N (-0.99489, 4.20140, 1.01988)
N (-1.96742, 3.39822, 0.42580)
C (-3.22526, 3.84630, 0.54471)
C (-4.29720, 3.07258, 0.02428)
C (-5.66581, 3.47798, 0.33403)
C (-6.77790, 2.79145, -0.06366)
C (-6.53015, 1.60674, -0.79218)
C (-5.23801, 1.13881, -0.97061)
C (-4.11987, 1.84070, -0.62214)
O (-2.85747, 1.26000, -0.80505)
H (1.67729, 3.83313, 2.77520)
H (0.91781, 5.30005, 2.33267)
H (-3.46535, 4.90013, 0.82916)
H (-5.69642, 4.30795, 1.02141)
H (-7.74694, 3.01487, 0.22114)
H (-7.41360, 1.00967, -1.23708)
H (-5.06102, 0.11480, -1.43229)
C (1.03778, -2.48610, -3.22699)
C (-0.02689, -3.05556, -2.26669)
C (0.05470, -4.57294, -2.16459)
C (-1.39578, -2.63492, -2.78119)
O (0.26581, -2.62319, -0.91698)
Si (0.74285, -1.31635, -0.12997)
O (-0.33357, -0.12919, -0.38023)
O (0.90879, -1.62681, 1.47809)
C (-0.05543, -2.28653, 2.38336)
C (-1.49054, -1.68519, 2.18171)
C (-0.03077, -3.79789, 2.04021)
C (0.53550, -1.89433, 3.77187)
O (2.10797, -0.78596, -0.91713)
C (3.37443, -0.19833, -0.35239)
C (3.03704, 1.21945, 0.10845)
C (4.32875, -0.08720, -1.54379)
C (3.91524, -1.16226, 0.73191)
H (0.89268, -2.85718, -4.25363)
H (2.10603, -2.72396, -2.92778)
H (1.00977, -1.36256, -3.24643)
H (-0.34469, -4.98089, -3.09439)
H (-0.52919, -4.93658, -1.29624)
H (1.07898, -4.90547, -2.06184)
H (-1.62987, -2.91935, -3.83609)
H (-1.47771, -1.52817, -2.75787)
H (-2.18916, -3.08201, -2.16777)
H (-1.90262, -1.98935, 1.20788)
H (-1.41997, -0.57187, 2.14597)
H (-2.15476, -2.13610, 3.00308)
H (-0.02065, -3.89447, 0.93469)
H (-0.90691, -4.33785, 2.36942)
H (0.79993, -4.38639, 2.50798)
H (0.79373, -0.83131, 3.71576)
H (1.42654, -2.51903, 3.95840)
H (-0.17492, -2.05805, 4.59763)
H (2.65969, 1.91770, -0.71593)
H (3.94763, 1.68324, 0.52514)
H (2.20498, 1.16385, 0.74740)
H (3.94703, 0.64221, -2.31877)
H (4.47732, -1.03020, -2.02682)
H (5.33594, 0.31157, -1.28241)
H (3.07606, -1.48256, 1.40134)
H (4.68007, -0.72886, 1.34707)
H (4.34234, -2.01447, 0.16059)
F (6.04051, 3.26388, -0.90099)
B (5.40994, 4.38000, -0.46289)
F (6.04823, 5.36376, 0.16873)
F (4.12954, 4.74662, -0.75745)
F (0.03027, 2.42956, -1.67967)

Atom charges from the Mulliken analysis, given in e for atoms 1 to 2: atom 1 (Nb): 2.36, atom 2 (N): -0.42

***

No. 4
Density functional theory data (wB97M-V/def2-TZVPD) for C3HBrNO3 as an isolated structure in a non-equilibrium geometry.

Values from the calculation:
Electronic energy   -80802.349 eV
Energy relative to the best compared isomer or geometry (same formula, charge and spin)   0.5067 eV
Net charge   -1
Orbital gap   7.28 eV
HOMO level   -3.88 eV
Maximum force   3.74 eV/Å

CARTESIAN COORDINATES (ANGSTROEM)
C (2.29428, 1.15691, -0.94539)
C (3.56118, 1.22991, -1.12607)
C (-0.58968, -0.53797, 0.99559)
N (-0.68227, 0.26505, 0.14826)
O (4.67729, 1.65198, -1.02269)
O (-0.66174, -1.39899, 1.81212)
O (1.15591, 1.12957, -1.43770)
Br (2.49437, -0.12731, 0.87368)
H (0.11953, 0.82442, -0.43481)

Atom charges from the Mulliken analysis, given in e for atoms 1 to 2: atom 1 (C): 0.27, atom 2 (C): 0.48

***

No. 5
Density functional theory data (wB97M-V/def2-TZVPD) for C25H18AsBCoF4NO4S as an isolated structure.

Values from the calculation:
Electronic energy   -156747.930 eV
Energy relative to the best compared isomer or geometry (same formula, charge and spin)   0.1048 eV
Multiplicity   5
⟨S²⟩   6.03
Orbital gap (spin up / spin down)   9.07 / 6.04 eV
HOMO level (spin up / spin down)   -9.57 / -9.69 eV
Maximum force   0.13 eV/Å

CARTESIAN COORDINATES (ANGSTROEM)
Co (0.87117, -2.16645, -0.01928)
S (-0.93078, -2.12840, 1.56667)
C (-1.34500, -0.58641, 2.15922)
C (-2.20948, -0.58127, 3.28044)
C (-2.56868, 0.60181, 3.88572)
C (-2.07792, 1.80011, 3.38090)
C (-1.24199, 1.81696, 2.26314)
C (-0.86531, 0.64675, 1.63378)
As (0.09090, 0.67787, -0.07116)
C (0.63462, 2.54281, -0.12323)
C (1.68362, 3.05308, 0.63571)
C (2.00691, 4.39918, 0.55529)
C (1.28410, 5.24037, -0.28133)
C (0.24229, 4.73476, -1.04415)
C (-0.07875, 3.38617, -0.96905)
C (1.78782, -0.13027, 0.51976)
C (2.66603, -0.54991, -0.49460)
C (3.89053, -1.13064, -0.15918)
C (4.23936, -1.29188, 1.16750)
C (3.37436, -0.87788, 2.17780)
C (2.15791, -0.30375, 1.86351)
H (-2.57198, -1.52951, 3.65465)
H (-3.22580, 0.59623, 4.74422)
H (-2.35234, 2.73527, 3.85193)
H (-0.89132, 2.76733, 1.88167)
H (2.25516, 2.40133, 1.28571)
H (2.82629, 4.79207, 1.14314)
H (1.54011, 6.29004, -0.34344)
H (-0.31454, 5.38717, -1.70392)
H (-0.88265, 2.98765, -1.57772)
H (2.38957, -0.42505, -1.53754)
H (4.54702, -1.48059, -0.94381)
H (5.16674, -1.78357, 1.42458)
H (3.64006, -1.04187, 3.21284)
H (1.48722, 0.00250, 2.65739)
O (0.93692, -0.86167, -3.22211)
C (0.06556, -1.52548, -2.69064)
O (0.26251, -2.43766, -1.78043)
C (-1.38178, -1.29058, -3.04312)
C (-1.70870, -0.54976, -4.17281)
C (-3.03270, -0.25433, -4.46325)
C (-4.04411, -0.66768, -3.60838)
C (-3.69081, -1.38646, -2.48062)
C (-2.38443, -1.72482, -2.18961)
N (-4.74721, -1.78785, -1.53091)
O (-4.39857, -2.28046, -0.47560)
O (-5.90060, -1.59166, -1.85288)
H (-0.90519, -0.20696, -4.81109)
H (-3.28159, 0.31122, -5.35097)
H (-5.08229, -0.43867, -3.79646)
H (-2.15218, -2.30465, -1.30999)
F (2.51748, -5.72528, 1.53843)
B (2.92522, -4.42988, 1.45950)
F (1.71080, -3.67322, 0.83528)
F (3.96301, -4.20803, 0.58659)
F (3.10339, -3.81817, 2.68191)

Atom charges from the Mulliken analysis, given in e for atoms 1 to 2: atom 1 (Co): 1.78, atom 2 (S): -0.17

***

Q: Number 3 is which compound?
A: C20H34BF4N3NbO5SSi